Density functional theory data (ωB97M-V/def2-TZVPD) for a structure of composition C23H35AsINO4PdS.

Last column: Mulliken charge in e.
Cartesian coordinates (Å):
I 2.936 -2.623 0.136  -0.70
Pd 1.671 -0.133 0.471  0.41
As -1.705 3.407 -0.705  0.15
S 1.822 2.171 0.778  -0.50
O -0.320 -1.182 1.090  0.26
O -3.165 -0.495 -3.014  -0.86
O 1.231 -0.785 3.780  -0.30
O -0.985 -0.127 -2.670  -0.68
N 0.488 0.560 -4.662  0.25
C -1.844 0.067 -4.900  0.38
C -2.952 -0.075 -5.720  -0.45
C -0.549 0.640 -6.872  -0.84
C 1.784 2.345 -5.728  -0.83
C 2.992 3.009 -5.850  -0.90
C -2.047 1.565 -0.156  -0.50
C -3.389 3.651 -1.711  -1.05
C -0.823 -1.868 -0.063  -0.29
C 2.795 0.817 -4.129  0.69
C 3.135 1.242 0.150  -0.42
C 5.212 1.097 -3.451  -1.46
C -0.570 3.063 -2.260  -0.51
C -0.613 0.459 -5.481  0.57
C -0.289 -2.016 2.228  -0.58
C -1.676 0.484 -7.660  -0.48
C -2.017 -0.215 -3.397  0.26
C 2.642 -0.372 -3.225  -1.37
C 2.117 -1.844 4.047  -0.59
C 1.675 1.246 -4.873  0.28
C -0.083 -1.188 3.482  -0.64
C 4.094 2.599 -5.117  -0.98
C 4.001 1.513 -4.248  1.19
C -2.895 0.136 -7.092  -0.70
H 6.034 1.794 -3.618  0.36
H 3.027 -1.400 4.449  0.21
H -3.540 2.804 -2.384  0.21
H 0.402 0.876 -7.329  0.54
H 3.067 3.868 -6.508  0.37
H 0.483 -2.784 2.104  0.37
H 1.692 -2.531 4.797  0.33
H -2.334 0.938 -1.000  0.02
H 3.594 -0.769 -2.883  0.45
H -1.596 0.629 -8.733  0.36
H -3.875 -0.363 -5.232  0.44
H -2.828 1.568 0.608  0.51
H 0.235 0.284 -3.694  0.07
H -4.230 3.713 -1.018  0.37
H -0.655 -0.265 3.380  0.26
H -1.128 1.184 0.289  -0.17
H -1.261 -2.521 2.318  0.30
H -3.349 4.576 -2.289  0.34
H 5.552 0.097 -3.730  0.34
H 0.911 2.699 -6.259  0.65
H 0.293 2.485 -1.935  -0.05
H 2.383 -2.404 3.146  0.11
H 2.091 -1.166 -3.735  0.37
H -0.818 -1.168 -0.897  -0.29
H -0.489 -1.760 4.335  0.38
H 4.007 1.063 0.777  0.29
H -1.109 2.484 -3.009  0.02
H 2.064 -0.136 -2.324  0.06
H -0.231 4.011 -2.681  0.48
H 5.035 3.132 -5.204  0.28
H -0.173 -2.715 -0.303  0.37
H -3.780 0.022 -7.707  0.37
H -1.842 -2.215 0.142  0.33
H 4.996 1.071 -2.382  0.25
H 3.393 1.375 -0.900  -0.11

Force components x, y, z for each atom (eV/Å):
I -0.069 0.243 0.007
Pd 0.431 -0.024 0.181
As -0.091 0.093 0.009
S 0.001 -0.166 -0.075
O 0.038 0.062 -0.093
O -0.004 0.003 0.006
O 0.023 0.062 -0.042
O -0.068 -0.104 -0.274
N -0.011 0.039 -0.027
C 0.028 0.063 -0.012
C -0.041 -0.014 -0.025
C 0.012 0.010 -0.018
C 0.014 -0.007 0.026
C 0.010 0.015 -0.014
C 0.043 0.078 0.074
C 0.021 -0.016 -0.012
C 0.135 -0.058 0.038
C 0.068 0.105 -0.018
C -0.148 -0.061 0.047
C -0.001 -0.008 -0.007
C 0.005 -0.023 -0.030
C -0.010 -0.041 0.045
C 0.051 0.030 -0.012
C -0.017 -0.001 -0.004
C -0.092 0.031 0.041
C -0.037 -0.030 0.019
C 0.013 -0.037 0.002
C 0.043 -0.027 -0.023
C -0.049 -0.014 0.085
C 0.020 0.014 0.003
C -0.077 -0.054 -0.012
C 0.043 0.006 0.003
H 0.000 0.000 -0.002
H -0.004 0.001 0.003
H -0.025 0.019 0.006
H -0.036 -0.006 -0.012
H -0.002 0.002 0.005
H 0.000 -0.018 0.023
H 0.011 0.003 -0.008
H 0.003 0.014 0.060
H -0.004 -0.005 0.001
H 0.008 0.003 0.002
H 0.009 0.003 0.014
H -0.016 -0.003 -0.019
H 0.005 -0.047 0.008
H 0.009 -0.011 -0.003
H -0.036 -0.022 0.000
H 0.006 -0.089 -0.010
H -0.026 0.008 -0.005
H 0.003 -0.008 -0.015
H -0.007 0.004 -0.002
H 0.011 0.003 0.014
H 0.055 0.034 0.060
H -0.021 -0.002 -0.017
H 0.038 -0.006 0.023
H -0.124 0.009 0.033
H 0.019 -0.019 -0.011
H -0.034 -0.008 0.052
H -0.020 0.014 -0.028
H -0.001 0.023 -0.008
H 0.002 -0.017 -0.017
H -0.003 -0.005 0.004
H -0.031 -0.028 0.042
H -0.002 -0.003 -0.002
H -0.020 0.035 -0.040
H 0.020 0.002 -0.001
H -0.073 -0.048 -0.034

Calculated values
Spin multiplicity: 1
LUMO energy in eV: 4.444
Charge: -2
Kohn-Sham gap in eV: 6.260
Energy above the lowest of the compared OMol25 structures with the same formula, charge and spin in eV: 0.000
E_tot in eV: -117356.488


Density functional theory data (ωB97M-V/def2-TZVPD) for a structure of composition C23H35BrCoN5.

Last column: Mulliken charge in e.
Cartesian coordinates (Å):
Br -2.656 -1.970 -0.514  -0.19
Co -0.292 0.115 0.000  1.03
N 0.036 2.041 1.395  0.06
N 0.815 -0.780 1.585  -0.32
N -1.944 1.142 -1.327  -0.08
N 0.826 1.378 -1.534  -0.29
N -2.075 0.411 1.742  -0.27
C -0.453 1.940 2.777  -0.84
C 2.058 2.744 0.087  -0.72
C 0.029 1.302 -2.763  -1.16
C 0.257 -4.925 -2.578  -0.92
C -3.271 1.262 1.626  -0.62
C -1.060 -5.228 -2.439  -0.65
C 1.868 -1.372 -1.124  1.16
C -1.914 -4.303 -1.806  -0.74
C -3.903 1.257 0.251  -1.11
C 2.712 -2.328 -1.724  -1.46
C -0.048 -2.717 -1.486  0.92
C 1.685 -1.159 2.224  0.37
C -1.367 1.817 -2.500  -0.86
C 1.168 2.983 1.292  -0.98
C 3.989 -0.702 3.008  -1.12
C 2.175 -3.469 -2.231  -0.89
C -1.353 0.720 2.977  -1.02
C 0.787 -3.698 -2.103  1.11
C -3.073 1.941 -0.818  -0.79
C 1.307 2.732 -1.234  -0.78
C -1.409 -3.118 -1.365  0.45
C 0.493 -1.465 -1.015  -0.76
C 2.794 -1.656 3.039  -0.52
H -1.995 1.692 -3.387  0.42
H -2.664 2.877 -0.419  0.35
H 4.397 -0.619 2.001  0.32
H 2.822 3.524 0.074  0.42
H -4.010 0.974 2.383  0.44
H 1.636 0.792 -1.691  0.27
H -3.723 2.229 -1.652  0.65
H 2.792 -4.222 -2.707  0.39
H -0.008 0.252 -3.059  0.35
H -2.962 -4.530 -1.670  0.44
H 0.451 3.412 -1.184  0.32
H 1.765 2.885 2.200  0.50
H 2.587 1.792 0.200  0.11
H 3.055 -2.641 2.648  0.28
H -4.159 0.238 -0.054  0.19
H 0.801 4.017 1.276  0.35
H 0.414 1.839 3.432  0.44
H 1.938 3.099 -2.051  0.54
H -4.858 1.783 0.320  0.44
H 4.773 -1.078 3.662  0.37
H -1.459 -6.168 -2.796  0.40
H -1.347 2.888 -2.288  0.49
H 3.705 0.292 3.352  0.32
H 3.779 -2.146 -1.777  0.47
H -0.957 2.864 3.085  0.48
H -2.322 0.247 -1.627  0.19
H 0.935 -5.627 -3.048  0.39
H 2.420 -1.803 4.053  0.31
H -2.971 2.286 1.873  0.36
H -0.757 -0.145 3.245  0.38
H -0.727 2.413 0.835  -0.06
H -2.042 0.911 3.809  0.46
H -2.374 -0.557 1.772  0.36
H 2.388 -0.531 -0.667  0.37
H 0.493 1.864 -3.581  0.50

Force components x, y, z for each atom (eV/Å):
Br -0.159 -0.105 0.110
Co 0.514 0.328 0.291
N -0.201 -0.003 -0.250
N 0.082 0.286 -0.269
N 0.056 -0.084 -0.062
N -0.025 -0.098 0.004
N -0.102 -0.059 0.049
C 0.093 -0.003 0.059
C 0.086 -0.004 -0.011
C -0.015 -0.029 -0.020
C 0.019 0.017 0.008
C 0.104 -0.029 0.089
C -0.067 -0.013 0.010
C 0.047 0.157 0.150
C 0.020 -0.029 -0.036
C -0.117 -0.063 -0.009
C -0.021 -0.009 -0.026
C -0.153 0.110 -0.036
C -0.042 -0.167 0.189
C -0.011 -0.020 0.073
C -0.042 -0.038 0.103
C 0.032 0.004 0.021
C 0.002 0.014 0.015
C -0.120 0.001 -0.028
C 0.067 -0.068 -0.068
C 0.055 0.035 -0.024
C -0.083 0.040 -0.038
C 0.078 0.032 -0.059
C -0.114 -0.391 -0.093
C -0.096 -0.024 -0.143
H 0.005 -0.007 -0.017
H -0.021 0.006 0.006
H -0.022 0.005 0.005
H -0.022 0.006 -0.006
H -0.024 0.007 -0.007
H 0.088 -0.012 0.045
H -0.010 -0.031 -0.010
H -0.017 0.009 0.001
H -0.012 0.006 0.007
H 0.015 -0.003 0.004
H 0.005 -0.008 0.015
H 0.021 -0.020 -0.018
H -0.003 0.005 0.015
H 0.049 0.007 0.017
H 0.004 0.041 -0.014
H 0.015 0.009 0.010
H -0.006 0.005 0.003
H 0.018 -0.025 0.003
H 0.021 0.038 0.022
H -0.004 -0.005 -0.010
H 0.002 0.019 0.004
H 0.040 0.010 0.001
H 0.009 -0.009 0.003
H -0.020 -0.003 0.007
H -0.036 -0.010 -0.034
H 0.008 0.013 -0.053
H -0.001 0.023 0.008
H 0.005 0.034 0.011
H -0.004 0.016 -0.035
H 0.030 -0.017 -0.004
H 0.019 0.048 0.018
H 0.015 -0.003 0.016
H 0.013 -0.008 0.014
H -0.052 0.042 -0.028
H -0.018 0.023 -0.001

Calculated values
Spin multiplicity: 2
LUMO energy (alpha / beta) in eV: -2.197 / -1.822
Charge: +1
Kohn-Sham gap (alpha / beta) in eV: 8.043 / 8.407
Energy above the lowest of the compared OMol25 structures with the same formula, charge and spin in eV: 1.141
E_tot in eV: -139533.306
⟨S²⟩: 1.23


Density functional theory data (ωB97M-V/def2-TZVPD) for a structure of composition C23H35BrMnN2O4SSi4Te.

Last column: Mulliken charge in e.
Cartesian coordinates (Å):
Te -0.566 0.689 1.613  -0.18
Br 3.863 -0.980 -3.423  -0.15
Mn 1.698 1.145 0.557  -0.27
S 1.261 3.608 -3.273  -0.36
Si -1.800 -2.619 0.409  0.18
Si -4.240 0.381 0.856  0.51
Si -1.853 0.224 -2.306  0.45
Si -2.174 -0.322 -0.036  -0.03
O 2.071 -0.602 -0.338  0.02
O 3.543 0.980 -0.200  -0.59
O 4.074 0.820 3.631  -0.68
O 2.436 0.385 2.165  -0.33
N 2.111 2.864 1.568  0.28
N 1.034 2.089 -0.960  -0.26
C -3.142 -0.806 -3.219  -1.15
C -4.462 -0.375 2.564  -1.08
C -1.520 -2.937 2.238  -1.00
C -4.271 2.255 0.984  -1.04
C 5.031 -1.702 0.489  -0.38
C 1.160 2.728 -1.944  0.43
C 2.976 2.634 2.560  0.66
C 4.758 -1.652 -1.899  0.31
C -2.250 2.040 -2.544  -0.93
C -0.154 -0.272 -2.920  -0.43
C 3.577 3.657 3.266  -0.73
C 2.352 5.194 1.901  -0.82
C 3.283 -0.236 -0.432  1.04
C 3.253 4.961 2.930  -0.26
C -0.304 -3.189 -0.568  -0.65
C 6.428 -3.055 -0.920  -0.47
C 6.054 -2.624 0.346  -0.73
C 1.803 4.116 1.229  -0.12
C -3.345 -3.535 -0.150  -1.01
C -5.636 -0.184 -0.268  -1.06
C 5.784 -2.571 -2.048  -0.45
C 3.228 1.170 2.842  0.25
C 4.380 -1.216 -0.642  -0.08
H -2.081 2.335 -3.582  0.39
H -5.311 0.093 3.069  0.40
H -4.198 -3.296 0.490  0.25
H 3.701 5.790 3.461  0.43
H -6.598 0.064 0.190  0.40
H -1.632 2.679 -1.914  0.23
H -4.266 2.719 -0.005  0.27
H -2.372 -2.625 2.843  0.27
H -3.412 2.642 1.536  0.30
H 1.118 4.238 0.402  0.45
H -5.617 -1.261 -0.443  0.31
H -4.146 -0.702 -2.804  0.25
H -0.102 -1.354 -3.056  0.35
H -3.184 -4.615 -0.098  0.40
H -3.182 -0.489 -4.265  0.39
H -1.366 -4.007 2.399  0.36
H 2.081 6.198 1.608  0.43
H 0.561 -2.542 -0.404  -0.06
H 4.276 3.405 4.050  0.53
H -5.595 0.318 -1.237  0.29
H 0.033 0.199 -3.889  0.43
H 7.228 -3.774 -1.033  0.38
H -3.617 -3.288 -1.178  0.29
H -0.634 -2.419 2.611  0.31
H -0.033 -4.203 -0.264  0.42
H -2.879 -1.866 -3.208  0.26
H -0.510 -3.205 -1.640  0.25
H -4.663 -1.446 2.498  0.27
H 6.561 -3.003 1.223  0.41
H 6.074 -2.900 -3.036  0.41
H -3.582 -0.236 3.196  0.32
H -3.298 2.232 -2.303  0.28
H 4.727 -1.345 1.466  0.45
H 0.648 0.020 -2.245  -0.39
H -5.175 2.583 1.504  0.39

Force components x, y, z for each atom (eV/Å):
Te -0.596 0.025 0.326
Br -0.006 0.008 -0.015
Mn 0.878 -0.018 -0.029
S 0.001 -0.031 0.030
Si 0.057 -0.065 -0.049
Si 0.057 -0.033 0.023
Si 0.068 -0.068 -0.003
Si -0.016 -0.021 -0.036
O -0.092 -0.038 0.046
O 0.076 0.052 0.014
O -0.073 0.029 0.013
O -0.121 0.050 -0.302
N -0.084 -0.101 -0.149
N 0.075 -0.024 0.041
C 0.036 0.030 0.000
C -0.031 0.024 -0.035
C -0.005 0.016 -0.029
C 0.001 -0.027 -0.010
C 0.023 0.039 -0.054
C -0.103 0.037 -0.023
C -0.009 0.054 0.040
C -0.013 -0.045 -0.026
C -0.013 -0.029 0.010
C -0.059 0.038 -0.032
C -0.024 -0.026 -0.016
C -0.014 -0.031 -0.020
C -0.026 0.148 0.109
C 0.004 0.027 0.007
C -0.045 0.017 0.046
C -0.001 -0.003 0.017
C 0.003 -0.004 0.001
C 0.059 0.036 0.066
C 0.025 0.016 0.022
C -0.010 0.047 0.041
C 0.003 0.001 -0.015
C 0.060 0.007 0.100
C -0.055 -0.041 -0.034
H 0.010 -0.001 -0.006
H -0.010 -0.012 -0.002
H -0.003 0.010 -0.001
H 0.000 0.001 0.000
H -0.010 -0.007 -0.003
H 0.024 0.006 0.011
H 0.011 -0.005 -0.004
H -0.011 0.017 0.000
H 0.007 -0.026 0.022
H -0.007 -0.003 -0.002
H 0.022 -0.002 0.006
H 0.015 0.018 0.006
H -0.005 0.000 0.000
H 0.010 -0.006 0.009
H 0.003 -0.011 -0.010
H -0.018 -0.011 -0.010
H 0.001 0.002 0.000
H -0.028 0.000 0.003
H 0.000 -0.011 0.001
H 0.012 0.000 0.005
H -0.002 0.002 -0.002
H 0.004 0.001 -0.001
H 0.011 0.010 -0.009
H 0.017 0.004 -0.019
H -0.008 -0.015 -0.005
H 0.004 -0.005 0.015
H -0.016 0.006 0.002
H 0.014 -0.009 -0.009
H 0.002 -0.003 -0.001
H -0.004 0.001 -0.001
H 0.018 0.026 -0.019
H -0.005 -0.007 -0.002
H 0.004 -0.013 0.010
H -0.083 -0.049 -0.049
H -0.015 -0.001 -0.013

Calculated values
Spin multiplicity: 4
LUMO energy (alpha / beta) in eV: -0.408 / -2.478
Charge: 0
Kohn-Sham gap (alpha / beta) in eV: 8.061 / 5.930
Energy above the lowest of the compared OMol25 structures with the same formula, charge and spin in eV: 0.182
E_tot in eV: -186596.302
⟨S²⟩: 3.78


Density functional theory data (ωB97M-V/def2-TZVPD) for a structure of composition C23H35BrN5O3V.

Last column: Mulliken charge in e.
Cartesian coordinates (Å):
Br -1.790 -1.025 0.958  0.04
V 0.298 0.183 -0.387  0.37
O -5.616 -0.363 4.341  -0.47
O 2.142 -2.328 0.979  -0.45
O 0.445 -1.414 -0.909  0.23
N -0.306 2.047 0.527  1.16
N -1.037 0.791 -1.925  -0.12
N -2.717 1.387 2.003  -0.25
N 1.573 0.262 1.277  0.15
N 1.730 0.887 -1.737  -0.07
C -3.524 2.150 2.767  -0.80
C 3.636 0.595 -0.190  -0.98
C 1.082 1.697 -2.806  -0.68
C 2.968 1.516 -1.195  -0.66
C 1.285 -3.693 -0.738  0.55
C -0.237 1.046 -3.164  -0.78
C -0.174 -2.945 -2.568  -0.19
C -4.703 0.250 3.612  0.71
C 2.708 -4.615 1.205  -1.87
C -0.462 3.315 -0.247  -0.95
C -0.128 -4.209 -3.135  -0.91
C -2.062 1.844 -1.632  -0.93
C 3.020 0.674 1.191  -0.83
C 0.886 1.009 2.365  -0.82
C 0.537 -2.698 -1.399  0.63
C -1.474 3.221 -1.398  -0.82
C 1.300 -4.948 -1.344  -0.99
C 0.461 2.329 1.776  -0.81
C 0.611 -5.207 -2.522  -0.99
C -4.514 1.637 3.572  -0.65
C -2.937 0.097 2.080  0.31
C -3.871 -0.565 2.826  -0.55
C 2.051 -3.459 0.526  0.80
H 0.527 3.614 -0.596  0.53
H 4.681 0.894 -0.089  0.49
H 3.526 -4.990 0.584  0.46
H 0.953 2.706 -2.425  0.28
H 0.025 0.432 2.700  0.24
H 1.552 1.136 3.220  0.51
H 3.094 1.698 1.556  0.45
H -1.266 1.823 0.881  0.01
H -1.033 3.601 -2.320  0.32
H 1.322 2.947 1.519  0.53
H -3.988 -1.639 2.831  0.51
H -2.753 1.884 -2.475  0.55
H 3.114 -4.282 2.156  0.36
H 2.691 2.470 -0.741  0.24
H -0.673 -4.411 -4.048  0.50
H -3.360 3.219 2.720  0.48
H -0.804 1.659 -3.865  0.53
H -1.577 -0.057 -2.088  0.34
H 1.609 -0.742 1.496  0.39
H -0.776 4.085 0.460  0.61
H -0.757 -2.159 -3.029  0.26
H 3.628 1.733 -2.036  0.57
H -0.054 0.084 -3.644  0.36
H 1.736 1.757 -3.677  0.55
H 1.867 -5.747 -0.889  0.50
H 3.655 -0.436 -0.559  0.28
H -2.624 1.498 -0.764  0.28
H 3.568 0.040 1.887  0.46
H -0.157 2.900 2.471  0.47
H -5.131 2.303 4.160  0.38
H 2.043 0.018 -2.175  0.46
H 2.012 -5.439 1.365  0.48
H -2.315 3.885 -1.200  0.44
H 0.648 -6.198 -2.954  0.45
H -6.162 0.246 4.858  0.34

Force components x, y, z for each atom (eV/Å):
Br -0.008 0.058 0.028
V -0.223 0.283 0.254
O -0.022 -0.037 0.015
O 0.005 -0.145 -0.036
O 0.499 -0.393 -0.250
N -0.200 0.007 0.027
N 0.039 0.041 0.000
N 0.064 -0.002 -0.112
N 0.000 0.080 -0.079
N -0.016 -0.017 0.021
C 0.005 0.003 -0.002
C 0.039 0.016 0.003
C 0.027 0.006 0.014
C -0.017 0.010 -0.039
C -0.055 -0.131 -0.225
C -0.039 0.006 0.006
C 0.107 -0.182 0.025
C 0.045 0.059 -0.034
C 0.068 0.008 -0.005
C 0.020 -0.008 0.025
C -0.055 0.083 -0.031
C 0.047 -0.025 -0.041
C -0.093 -0.033 0.044
C 0.039 -0.030 -0.009
C -0.210 0.239 0.223
C -0.009 0.035 -0.007
C 0.054 0.109 0.126
C -0.052 0.009 0.019
C -0.021 -0.059 -0.051
C -0.008 -0.038 0.008
C -0.051 -0.006 0.009
C 0.001 0.013 0.021
C -0.029 0.025 0.033
H -0.002 -0.004 -0.004
H 0.000 -0.011 -0.009
H -0.009 -0.018 0.014
H -0.010 0.001 -0.011
H -0.013 0.010 0.001
H 0.004 0.016 0.009
H 0.003 0.020 -0.007
H 0.184 -0.005 0.052
H 0.013 0.003 0.007
H 0.014 -0.008 -0.016
H -0.004 0.006 0.003
H -0.013 0.008 0.006
H 0.001 -0.012 0.004
H 0.008 0.003 -0.001
H 0.005 -0.004 0.005
H -0.002 -0.011 -0.008
H 0.006 0.010 -0.008
H -0.017 -0.012 0.010
H -0.056 0.023 -0.027
H 0.006 0.024 -0.022
H -0.011 0.026 0.010
H 0.019 -0.009 0.013
H 0.006 -0.009 -0.015
H -0.003 -0.001 -0.017
H -0.007 -0.001 0.007
H -0.017 0.009 0.001
H -0.044 0.001 0.019
H 0.022 0.002 0.001
H 0.008 -0.007 0.004
H -0.003 -0.010 0.002
H -0.017 -0.009 -0.014
H -0.014 0.005 0.007
H -0.013 -0.021 0.019
H 0.005 0.005 -0.008
H 0.000 -0.001 0.002

Calculated values
Spin multiplicity: 2
LUMO energy (alpha / beta) in eV: -11.481 / -10.011
Charge: +3
Kohn-Sham gap (alpha / beta) in eV: 6.022 / 7.491
Energy above the lowest of the compared OMol25 structures with the same formula, charge and spin in eV: 0.000
E_tot in eV: -133719.297
⟨S²⟩: 0.87